1.
Density functional theory data (ωB97M-V/def2-TZVPD) for a molecular structure, C25H32CoN5O5S2SeSi.

```
72
Properties=species:S:1:pos:R:3:forces:R:3:mulliken_spin:R:1
Co 0.373 -0.047 -0.005 0.12 0.17 0.00 1.116
C -1.728 -1.524 -3.932 -0.04 0.00 0.01 0.000
Si -2.036 -2.257 -2.223 0.07 0.07 -0.03 0.001
C -2.659 -4.021 -2.463 0.02 0.00 0.01 -0.001
C -3.420 -1.274 -1.428 -0.02 0.00 0.00 0.001
Se -0.130 -2.293 -1.053 0.00 -0.15 -0.01 -0.017
H -2.643 -1.510 -4.532 0.00 0.02 -0.01 0.000
H -0.972 -2.105 -4.467 0.00 0.00 0.01 0.000
H -1.358 -0.501 -3.836 0.01 -0.01 0.00 0.000
H -3.443 -4.058 -3.226 -0.01 0.00 0.01 0.000
H -3.075 -4.404 -1.528 0.01 -0.01 0.00 0.000
H -1.848 -4.686 -2.766 0.00 0.01 -0.02 0.000
H -4.360 -1.450 -1.959 -0.01 0.00 0.01 0.000
H -3.211 -0.204 -1.463 0.00 0.00 -0.01 0.000
H -3.556 -1.549 -0.380 0.01 0.00 0.00 0.000
C -1.516 -1.046 3.648 0.04 0.01 -0.01 0.000
S -0.825 -1.884 2.225 -0.15 0.05 0.10 0.002
C -0.349 -3.419 3.019 -0.01 0.05 0.01 0.002
O 0.494 -1.171 2.010 0.14 -0.11 0.00 0.028
H -0.746 -0.938 4.413 0.01 -0.03 0.01 0.000
H -2.373 -1.609 4.017 0.00 -0.01 -0.01 0.000
H -1.849 -0.073 3.285 -0.04 -0.04 0.04 0.000
H -1.251 -3.947 3.330 0.01 -0.01 0.00 0.001
H 0.301 -3.219 3.871 0.02 0.00 -0.02 -0.001
H 0.169 -3.995 2.254 0.00 -0.03 0.03 0.000
C 0.982 1.784 0.603 0.00 0.02 0.04 -0.082
C 1.812 1.634 1.798 0.03 0.01 0.01 0.047
C 3.212 1.537 1.724 -0.03 -0.01 -0.01 -0.013
C 3.987 1.303 2.841 0.00 0.00 0.02 0.005
C 3.386 1.172 4.095 -0.02 -0.01 -0.04 -0.012
C 1.996 1.299 4.199 0.01 0.00 0.01 0.005
C 1.233 1.525 3.076 0.01 0.04 -0.02 -0.018
C 4.185 0.917 5.254 0.02 0.03 0.03 0.003
N 4.833 0.712 6.185 -0.01 -0.02 -0.01 -0.004
H 1.542 2.220 -0.227 -0.02 0.02 -0.01 -0.014
H 0.105 2.398 0.813 -0.02 -0.02 0.00 -0.002
H 3.688 1.638 0.755 0.01 0.01 0.00 0.000
H 5.064 1.222 2.758 0.00 0.00 -0.01 0.000
H 1.527 1.213 5.172 0.00 0.00 0.00 0.000
H 0.156 1.607 3.162 0.00 0.00 0.00 -0.002
C 3.013 -0.182 -4.352 0.02 0.05 0.00 0.000
N 3.160 -0.449 -2.929 0.02 -0.03 0.02 -0.001
C 4.121 -1.284 -2.465 0.02 0.04 0.01 -0.001
C 4.169 -1.663 -1.176 0.01 0.00 0.00 0.001
C 3.105 -1.218 -0.325 0.03 -0.09 0.20 0.007
N 2.188 -0.378 -0.768 -0.21 0.09 -0.17 -0.034
C 2.165 0.042 -2.073 -0.01 -0.08 0.00 -0.012
O 1.308 0.789 -2.508 -0.02 -0.03 -0.01 0.008
N 3.014 -1.654 0.935 -0.06 -0.13 -0.21 0.000
H 3.984 -0.277 -4.834 0.00 -0.02 0.01 0.000
H 2.629 0.825 -4.482 0.02 0.01 -0.01 0.000
H 2.306 -0.882 -4.799 -0.01 0.01 0.01 0.000
H 4.842 -1.624 -3.197 0.00 0.00 0.00 0.000
H 4.936 -2.329 -0.811 0.00 0.00 0.00 0.000
H 3.607 -2.413 1.219 0.03 0.03 0.01 -0.001
H 2.124 -1.527 1.428 0.04 0.07 0.06 0.002
O -5.420 2.264 1.359 0.03 0.00 0.00 0.000
S -4.046 2.673 1.504 -0.05 0.06 -0.02 0.000
O -3.777 3.736 2.438 0.00 -0.02 0.00 0.000
N -3.075 1.401 1.768 -0.01 0.01 -0.03 -0.002
C -2.243 1.205 0.759 -0.04 0.03 -0.06 -0.017
O -1.425 0.259 0.722 0.01 0.01 -0.01 -0.023
C -2.381 2.192 -0.367 0.02 -0.02 -0.01 -0.005
C -1.678 2.254 -1.558 0.02 -0.01 0.03 0.019
C -2.015 3.257 -2.458 -0.01 0.00 0.00 0.009
C -3.030 4.167 -2.171 0.02 0.00 -0.01 0.000
C -3.734 4.099 -0.974 -0.02 0.00 0.02 0.000
C -3.385 3.097 -0.092 0.01 -0.01 0.01 -0.002
H -0.882 1.552 -1.780 0.00 0.00 -0.01 0.007
H -1.478 3.332 -3.395 0.00 0.00 0.00 0.000
H -3.273 4.940 -2.891 0.00 0.00 0.00 0.000
H -4.526 4.799 -0.743 0.00 0.00 0.00 0.000
```
Forces are in eV/Å.

Summary:
**Multiplicity**: 2
**Expectation value of S²**: 0.7708
**Total charge**: -1
**HOMO-LUMO gap (alpha / beta)**: 6.79 / 6.78 eV



2.
Density functional theory data (ωB97M-V/def2-TZVPD) for a molecular structure, C23H29N12O2RuSi.

```
68
Properties=species:S:1:pos:R:3:forces:R:3:nbo_charge:R:1
Ru 0.535 -0.889 0.335 -0.46 0.18 0.32 1.273
N -2.245 1.024 -3.768 0.06 -0.07 0.19 -0.465
C -2.073 0.391 -2.640 -0.01 0.09 -0.13 0.399
N -0.998 0.565 -1.879 -0.04 0.08 -0.01 -0.406
C 0.124 1.380 -2.343 -0.18 -0.08 -0.05 0.286
N 1.300 1.329 -1.859 -0.03 -0.13 0.14 -0.216
N 1.645 0.484 -0.880 0.37 0.27 -0.20 -0.433
C 2.981 0.504 -0.615 -0.11 -0.06 0.00 0.014
C 3.547 -0.473 0.220 0.05 -0.01 0.02 0.113
C 4.937 -0.538 0.478 -0.05 0.04 -0.02 -0.200
C 5.438 -1.568 1.225 0.00 -0.06 0.03 -0.149
C 4.567 -2.551 1.726 0.02 0.04 -0.01 -0.276
C 3.225 -2.419 1.461 -0.02 0.07 0.05 0.057
N 2.708 -1.408 0.751 0.06 -0.26 -0.01 -0.567
C -0.203 2.255 -3.473 0.11 0.04 -0.01 -0.032
C 0.654 3.273 -3.886 0.02 -0.02 0.02 -0.174
C 0.343 4.038 -4.995 -0.03 0.00 -0.02 -0.171
C -0.825 3.808 -5.715 0.00 -0.01 0.01 -0.168
C -1.693 2.804 -5.321 0.09 0.06 0.01 -0.202
C -1.364 2.051 -4.208 -0.13 -0.11 0.02 0.086
H -3.073 0.824 -4.312 0.00 0.00 -0.01 0.446
H -2.834 -0.296 -2.292 0.00 0.01 0.00 0.239
H 3.592 1.240 -1.119 0.01 0.00 -0.01 0.221
H 5.587 0.221 0.065 0.00 0.00 -0.01 0.236
H 6.501 -1.634 1.415 0.00 0.00 0.01 0.240
H 4.930 -3.391 2.298 0.01 0.00 0.00 0.239
H 2.513 -3.151 1.830 0.00 -0.01 -0.02 0.184
H 1.567 3.441 -3.332 0.00 0.00 0.00 0.248
H 1.019 4.823 -5.306 0.01 0.01 -0.01 0.242
H -1.060 4.410 -6.581 0.00 0.01 -0.01 0.244
H -2.607 2.613 -5.869 -0.02 -0.01 0.00 0.232
N -0.220 -2.582 2.430 -0.02 -0.06 -0.04 -0.638
N -0.493 -3.861 1.934 -0.01 0.07 -0.05 -0.420
C -0.360 -4.127 0.614 0.12 0.08 0.07 0.645
N -0.646 -5.352 0.203 -0.03 0.05 0.00 -0.749
N 0.059 -3.096 -0.132 -0.05 -0.31 -0.19 -0.526
N 0.249 -3.250 -1.491 0.05 0.10 0.10 0.645
O 0.075 -4.302 -2.066 -0.02 0.00 0.03 -0.377
O 0.602 -2.211 -2.030 -0.07 -0.09 0.00 -0.382
H 0.369 -2.664 3.250 0.02 0.02 -0.01 0.385
H -1.079 -2.100 2.671 -0.02 0.01 0.03 0.389
H -0.941 -4.541 2.530 -0.01 -0.01 0.00 0.402
H -0.915 -6.070 0.855 0.01 0.00 0.00 0.422
H -0.530 -5.574 -0.774 0.01 -0.01 -0.04 0.459
N 1.899 1.420 3.943 -0.02 0.03 -0.04 -0.490
C 1.379 2.450 3.197 0.00 -0.01 0.03 -0.062
C 0.815 1.862 2.110 -0.08 0.00 -0.01 -0.093
N 0.982 0.496 2.184 0.06 0.11 0.03 -0.538
C 1.647 0.269 3.296 0.05 -0.04 0.01 0.203
H 2.400 1.511 4.812 0.01 0.00 0.01 0.444
H 1.462 3.478 3.498 -0.01 0.02 0.00 0.248
H 0.315 2.327 1.277 0.01 0.00 0.00 0.226
H 1.996 -0.687 3.648 -0.01 -0.01 -0.01 0.213
C -3.102 2.477 0.755 -0.03 0.04 -0.01 -1.116
Si -3.046 0.757 1.468 0.05 -0.24 0.02 1.621
C -2.575 0.749 3.263 0.05 -0.01 0.05 -1.118
C -4.624 -0.174 1.162 -0.08 0.03 0.03 -1.114
C -1.677 -0.109 0.490 0.34 0.07 -0.18 -0.472
C -1.036 0.041 -0.587 -0.03 0.14 -0.19 0.016
H -3.700 3.131 1.393 -0.01 0.00 0.00 0.266
H -3.566 2.484 -0.234 0.03 0.00 -0.02 0.240
H -2.108 2.919 0.672 0.01 0.01 0.01 0.240
H -3.310 1.303 3.849 -0.01 0.00 0.02 0.265
H -1.599 1.210 3.426 0.01 0.01 0.00 0.248
H -2.546 -0.269 3.658 -0.01 -0.01 0.03 0.230
H -5.466 0.423 1.520 -0.02 -0.03 0.01 0.264
H -4.651 -1.126 1.694 0.02 -0.03 -0.01 0.249
H -4.794 -0.372 0.102 0.00 0.01 -0.02 0.238
```
Forces are in eV/Å.

Summary:
**Multiplicity**: 6
**Expectation value of S²**: 8.8074
**Total charge**: +2
**HOMO-LUMO gap (alpha / beta)**: 5.35 / 7.08 eV



Energy above the lowest of the compared OMol25 structures with the same formula, charge and spin in kJ/mol, matching the order above: 0.0, 0.0